[1]
# C31H33BeClN2O2Si2

A structure of composition C31H33BeClN2O2Si2 (wB97M-V/def2-TZVPD, the OMol25 dataset).

Each line ends with the Mulliken charge.
CARTESIAN COORDINATES (ANGSTROEM)
1 C -1.91 -0.84 0.63  -0.2139
2 C -2.42 -0.34 -0.65  -0.6313
3 C -2.12 -1.35 -1.62  -0.4693
4 H -3.10 0.50 -0.79  0.6923
5 C -1.52 -2.44 -0.97  -0.5219
6 C -1.45 -2.17 0.42  -1.0479
7 H -1.17 -2.88 1.20  0.4372
8 H -2.11 -0.38 1.60  0.6962
9 H -2.45 -1.31 -2.66  0.7437
10 H -1.19 -3.37 -1.45  0.4582
11 Be -0.77 0.16 -0.56  0.1836
12 Si 2.59 1.18 -4.14  0.3544
13 C 1.27 2.56 -4.13  0.6593
14 C 1.42 3.64 -5.00  -0.4748
15 H 2.35 3.76 -5.57  0.3257
16 C 0.36 4.55 -5.19  -0.4025
17 H 0.47 5.35 -5.93  0.4021
18 C -0.83 4.39 -4.49  -0.7827
19 H -1.70 5.02 -4.73  0.3667
20 C -0.92 3.42 -3.48  -0.2056
21 H -1.83 3.31 -2.89  0.4476
22 C 0.18 2.58 -3.25  -0.9291
23 H 0.13 1.87 -2.41  0.6843
24 C 1.11 -0.35 -4.25  1.2820
25 C -0.36 -0.25 -4.23  0.1247
26 H -0.89 0.69 -4.11  0.4916
27 C -1.09 -1.42 -4.74  -0.3352
28 H -2.12 -1.34 -5.12  0.5279
29 C -0.56 -2.70 -4.39  -0.8802
30 H -1.18 -3.59 -4.52  0.2017
31 C 0.73 -2.75 -3.89  -0.2952
32 H 1.10 -3.70 -3.48  0.2645
33 C 1.58 -1.65 -3.90  -0.9948
34 H 2.63 -1.78 -3.62  0.1921
35 H 2.59 0.49 -2.78  -0.3624
36 Si 0.22 -0.76 -5.93  -0.8703
37 C 0.78 -2.04 -7.19  0.7239
38 C 0.09 -2.00 -8.41  -0.6299
39 H -0.60 -1.18 -8.62  0.2533
40 C 0.27 -3.02 -9.36  -0.6497
41 H -0.28 -2.97 -10.30  0.3901
42 C 1.13 -4.08 -9.08  -0.5395
43 H 1.23 -4.91 -9.78  0.3594
44 C 1.87 -4.09 -7.89  -0.7005
45 H 2.57 -4.90 -7.67  0.3951
46 C 1.71 -3.06 -6.96  -0.0751
47 H 2.30 -3.08 -6.03  0.3566
48 C 0.02 0.79 -7.02  0.1962
49 C -1.27 1.32 -7.17  0.0857
50 H -2.13 0.79 -6.75  0.2926
51 C -1.45 2.51 -7.87  -0.7029
52 H -2.45 2.92 -8.00  0.3901
53 C -0.35 3.20 -8.41  -0.4717
54 H -0.50 4.17 -8.89  0.3882
55 C 0.92 2.63 -8.32  -0.8092
56 H 1.78 3.16 -8.73  0.4053
57 C 1.09 1.40 -7.68  -0.1353
58 H 2.07 0.92 -7.69  0.4165
59 H 3.61 2.08 -3.58  -0.4234
60 Cl 3.73 0.38 -5.67  -0.3594
61 C 2.45 1.92 2.37  -0.8263
62 O 1.07 2.05 1.90  -0.2852
63 C 0.75 1.33 0.87  0.7819
64 O -0.44 1.41 0.35  -0.5029
65 N 1.57 0.40 0.38  -0.4622
66 N 0.94 -0.31 -0.76  0.6214
67 H 3.15 2.21 1.58  0.3698
68 H 2.68 0.90 2.71  0.3515
69 H 2.51 2.62 3.19  0.2654
70 H 2.59 0.52 0.44  0.3152
71 H 1.40 -0.03 -1.64  -0.4231
72 H 1.17 -1.30 -0.64  0.5191

Results
ΔE to the lowest compared entry with this formula, charge and spin in kcal per mole: 0.0
E in hartree: -2514.81766
Frontier orbital gap (spin up / spin down) in Ha: 0.1719 / 0.1664
Lowest unoccupied orbital energy (spin up / spin down) in eV: -0.43 / -0.40

[2]
# C70H84O28

A cluster of 14 separate species, C70H84O28 in total (wB97M-V/def2-TZVPD, the OMol25 dataset).

Each line ends with the Mulliken charge.
CARTESIAN COORDINATES (ANGSTROEM)
1 O 18.94 12.94 18.63  -0.4663
2 C 18.61 11.84 18.34  0.5706
3 O 19.48 10.84 18.17  -0.4724
4 C 20.86 11.21 18.34  -0.1872
5 C 21.26 10.88 19.81  -0.7112
6 C 17.13 11.49 18.21  -0.0977
7 H 20.95 12.26 18.21  0.1212
8 H 21.49 10.72 17.60  0.4001
9 H 20.69 9.96 20.14  0.2489
10 H 20.88 11.71 20.47  -0.1132
11 H 22.35 10.84 20.02  0.4270
12 H 16.78 11.21 19.26  0.2678
13 H 16.83 10.69 17.56  0.4382
14 H 16.56 12.38 17.80  -0.3462
15 O 11.40 16.76 22.13  -0.6154
16 C 11.33 17.88 22.60  0.8771
17 O 12.35 18.65 22.99  -0.4000
18 C 13.64 17.96 22.92  0.5172
19 C 13.82 16.79 23.83  -0.9540
20 C 10.05 18.54 22.95  -1.3016
21 H 14.41 18.74 23.02  0.4023
22 H 13.59 17.56 21.87  -0.3064
23 H 14.52 16.15 23.32  0.0470
24 H 12.85 16.29 23.93  0.3315
25 H 14.19 17.09 24.82  0.3740
26 H 9.16 17.99 22.70  0.3435
27 H 10.16 19.42 22.32  0.2910
28 H 9.81 18.87 23.97  0.3593
29 O 13.74 17.88 12.26  -0.6726
30 C 12.92 17.08 12.73  0.7684
31 O 13.14 15.73 12.69  0.1581
32 C 14.38 15.17 12.25  0.1293
33 C 15.38 15.38 13.36  -0.4687
34 C 11.62 17.38 13.33  -1.0023
35 H 14.69 15.67 11.33  0.3731
36 H 14.07 14.13 12.00  -0.4078
37 H 15.07 14.68 14.22  -0.0995
38 H 15.47 16.39 13.73  0.0115
39 H 16.39 15.15 13.12  0.5402
40 H 11.39 18.41 13.02  0.4024
41 H 11.66 17.27 14.38  0.0327
42 H 10.86 16.74 12.94  0.2687
43 O 19.41 16.83 16.15  -0.4312
44 C 19.06 15.93 15.42  0.2557
45 O 19.08 16.04 14.08  -0.3576
46 C 19.57 17.31 13.63  0.5007
47 C 21.06 17.26 13.44  -1.3212
48 C 18.60 14.56 15.88  -0.2998
49 H 19.23 18.17 14.24  -0.3786
50 H 19.11 17.42 12.62  0.4495
51 H 21.22 16.74 12.52  0.4132
52 H 21.57 16.56 14.15  0.3110
53 H 21.62 18.19 13.50  0.3251
54 H 19.43 14.11 16.44  0.2281
55 H 18.29 13.99 14.99  0.3874
56 H 17.76 14.65 16.57  -0.1435
57 O 15.41 9.67 10.89  -0.5767
58 C 15.74 8.65 11.47  0.7743
59 O 15.33 8.28 12.67  -0.4149
60 C 14.52 9.21 13.34  0.0063
61 C 15.15 10.54 13.65  -0.4775
62 C 16.61 7.60 10.89  -1.1162
63 H 14.26 8.67 14.27  0.3583
64 H 13.58 9.30 12.76  0.0826
65 H 15.87 10.36 14.45  0.3730
66 H 14.47 11.29 13.99  -0.2856
67 H 15.66 11.05 12.83  0.3552
68 H 16.47 6.65 11.37  0.3185
69 H 17.64 8.05 10.98  0.2433
70 H 16.41 7.48 9.84  0.3388
71 O 12.94 19.06 19.23  -0.0370
72 C 13.37 20.19 19.06  0.4144
73 O 12.68 21.06 18.34  -0.4344
74 C 11.51 20.65 17.53  0.4906
75 C 11.33 21.60 16.46  -1.2725
76 C 14.79 20.70 19.24  -0.8217
77 H 10.70 20.66 18.26  0.2554
78 H 11.67 19.64 17.27  -0.1469
79 H 12.31 21.74 15.99  0.2753
80 H 11.04 22.59 16.84  0.3271
81 H 10.64 21.29 15.65  0.3421
82 H 15.20 20.67 18.23  0.0858
83 H 15.36 20.11 19.99  0.0643
84 H 14.77 21.76 19.61  0.4547
85 O 14.89 13.08 16.52  -0.4629
86 C 13.84 13.65 16.52  0.2052
87 O 13.63 14.86 17.04  0.4596
88 C 14.78 15.66 17.35  -0.2442
89 C 14.35 16.91 18.04  -0.4520
90 C 12.54 13.07 16.02  0.4500
91 H 15.23 15.85 16.38  0.4120
92 H 15.40 15.07 18.05  -0.1043
93 H 13.44 17.28 17.52  -0.1891
94 H 14.95 17.75 17.89  0.9657
95 H 14.05 16.82 19.09  -0.5564
96 H 12.27 13.40 15.05  -0.0663
97 H 11.70 13.39 16.69  -0.6872
98 H 12.63 11.95 15.99  0.1286
99 C 12.83 11.93 19.19  -0.4002
100 C 13.76 12.84 19.47  0.1469
101 C 13.38 14.19 20.14  0.0871
102 O 14.24 14.87 20.64  -0.1389
103 C 11.92 14.43 20.18  -0.5531
104 C 11.02 13.51 19.87  -0.7504
105 C 11.35 12.17 19.29  0.0749
106 O 10.50 11.39 18.93  -0.6304
107 H 13.07 10.94 18.88  0.4980
108 H 14.86 12.70 19.44  0.0305
109 H 11.55 15.42 20.47  0.9804
110 H 9.99 13.80 19.92  0.7165
111 C 10.53 10.23 15.76  -0.4726
112 C 9.89 11.21 15.24  -0.3914
113 C 9.49 11.16 13.77  0.4652
114 O 9.09 12.19 13.20  -0.6730
115 C 9.79 10.00 12.95  -0.4018
116 C 10.48 9.05 13.56  -0.2003
117 C 10.87 9.08 14.99  0.0936
118 O 11.49 8.08 15.38  -0.6154
119 H 10.69 10.17 16.78  0.8147
120 H 9.51 12.11 15.65  0.5905
121 H 9.38 9.94 11.93  0.4574
122 H 10.83 8.18 13.01  0.3763
123 C 18.25 20.53 14.63  -0.1628
124 C 17.39 19.87 15.37  -0.2283
125 C 15.96 19.65 14.93  0.0404
126 O 15.20 19.10 15.70  -0.3009
127 C 15.60 20.02 13.54  -0.3951
128 C 16.39 20.82 12.85  -0.5793
129 C 17.77 21.10 13.29  0.4309
130 O 18.64 21.68 12.65  -0.5751
131 H 19.30 20.66 14.82  0.4980
132 H 17.70 19.42 16.34  0.5242
133 H 14.61 19.70 13.22  0.3085
134 H 16.04 21.08 11.83  0.4073
135 C 19.10 19.89 20.82  -0.6817
136 C 20.05 20.52 20.18  -0.4418
137 C 20.68 19.89 19.02  0.4148
138 O 21.67 20.45 18.56  -0.5923
139 C 20.17 18.63 18.52  -0.3894
140 C 19.13 18.06 19.06  -0.1503
141 C 18.48 18.66 20.29  0.3011
142 O 17.49 18.16 20.88  -0.4168
143 H 18.71 20.34 21.70  0.4943
144 H 20.54 21.41 20.54  0.4565
145 H 20.63 18.11 17.71  0.5292
146 H 18.71 17.11 18.65  0.4497
147 C 7.89 16.96 18.79  -0.6672
148 C 8.06 15.81 18.09  -0.7918
149 C 9.52 15.43 17.67  -0.9743
150 O 9.77 14.51 16.88  -0.2322
151 C 10.58 16.28 18.21  0.8840
152 C 10.34 17.49 18.78  -0.1772
153 C 9.01 17.91 19.06  -0.1282
154 O 8.80 18.90 19.72  -0.5726
155 H 6.90 17.33 19.05  0.4450
156 H 7.23 15.15 17.84  0.4843
157 H 11.66 16.03 18.07  0.9770
158 H 11.14 18.16 19.10  0.7969
159 C 11.12 13.62 11.95  0.3311
160 C 10.84 14.38 10.89  -0.9253
161 C 11.53 14.34 9.57  0.0204
162 O 11.08 14.91 8.61  -0.5819
163 C 12.71 13.39 9.50  -0.3644
164 C 13.00 12.60 10.49  -0.4282
165 C 12.19 12.62 11.76  -0.0883
166 O 12.39 11.74 12.61  -0.1272
167 H 10.51 13.74 12.84  0.7638
168 H 10.02 15.09 10.87  0.4564
169 H 13.29 13.46 8.59  0.4535
170 H 13.78 11.84 10.51  0.5251
171 C 19.64 13.30 22.51  -0.5728
172 C 20.10 14.54 22.66  -0.4345
173 C 19.21 15.68 22.68  0.2018
174 O 19.71 16.69 23.17  -0.5904
175 C 17.86 15.56 22.12  -0.3661
176 C 17.42 14.34 21.84  -0.1582
177 C 18.31 13.18 21.91  0.4611
178 O 18.02 12.11 21.45  -0.5846
179 H 20.30 12.41 22.43  0.4578
180 H 21.13 14.87 22.83  0.3873
181 H 17.26 16.43 22.00  0.7361
182 H 16.36 14.19 21.59  0.4857

Results
E in hartree: -4824.20461
Frontier orbital gap in Ha: 0.3005
Lowest unoccupied orbital energy in eV: -1.77